10
Properties=species:S:1:pos:R:3:lowdin_charge:R:1 method="wB97M-V/def2-TZVPD" e_homo_ev="-6.68 / -9.35" s_squared=2.012 e_lumo_ev="-0.15 / -1.55" fmax_ev_per_a=3.00 multiplicity=3 mol_weight_da=309.876
C 1.096 -0.213 -0.811 -0.14
C -2.035 0.465 1.170 -1.12
N 1.133 1.158 -1.268 -0.23
N 0.684 2.193 -1.050 -0.08
I -2.650 -1.250 0.061 0.66
I -1.855 2.202 0.013 0.81
H 1.694 -0.256 0.247 0.13
H 1.777 -0.633 -1.602 0.07
H 0.033 -0.714 -0.852 0.02
H -2.727 0.691 1.922 -0.13

***

9
Properties=species:S:1:pos:R:3:lowdin_charge:R:1 method="wB97M-V/def2-TZVPD" e_homo_ev="-6.59 / -9.67" s_squared=2.009 e_lumo_ev="0.67 / -1.53" fmax_ev_per_a=5.87 multiplicity=3 mol_weight_da=79.128
N 1.398 1.065 -0.323 0.00
N -1.493 -1.226 -0.920 -0.32
N 0.390 0.209 -0.763 -0.42
S -0.956 -0.090 -0.028 0.64
H 1.036 1.854 0.118 0.04
H 1.746 1.555 -1.139 0.09
H -0.169 -0.844 2.012 0.01
H -2.349 -1.544 -0.489 -0.02
H 0.397 -0.980 1.532 0.00

***

123
Properties=species:S:1:pos:R:3:lowdin_charge:R:1 method="wB97M-V/def2-TZVPD" e_homo_ev=-11.84 e_lumo_ev=-1.65 charge=+1 fmax_ev_per_a=14.41 multiplicity=1 mol_weight_da=750.941
N 0.023 -0.356 -0.012 0.30
H -0.208 -0.210 -0.898 0.03
H -0.211 0.461 0.550 0.10
H 1.019 -0.489 -0.067 0.11
H -0.171 -1.223 0.427 0.01
O -0.751 -1.981 -2.160 0.05
C -0.881 -1.885 -3.418 -0.32
O 0.165 -2.294 -4.374 -0.04
C 1.486 -2.369 -3.871 -0.26
C 2.390 -2.835 -5.026 -0.03
C -2.256 -1.763 -3.949 0.03
H 1.614 -3.105 -3.150 0.08
H 1.812 -1.416 -3.601 0.09
H 3.408 -2.976 -4.903 0.05
H 2.171 -2.005 -5.620 0.04
H 1.843 -3.763 -5.515 0.13
H -2.635 -2.701 -4.282 0.10
H -2.512 -1.257 -4.711 0.01
H -3.061 -1.451 -3.295 0.10
O -1.490 1.289 -2.494 0.00
C -2.007 1.584 -3.671 -0.45
O -1.356 1.834 -4.824 -0.01
C 0.090 1.532 -4.791 -0.20
C 0.632 1.452 -6.197 -0.08
C -3.465 1.938 -3.803 0.04
H 0.286 0.422 -4.268 0.16
H 0.452 2.278 -4.195 0.08
H 1.834 1.496 -6.227 0.13
H 0.188 2.366 -6.734 0.10
H 0.468 0.545 -6.719 0.04
H -3.676 2.930 -3.139 0.17
H -3.787 1.106 -3.356 0.03
H -3.551 2.096 -4.794 0.04
O -2.943 3.520 -0.260 0.08
C -3.436 2.944 0.697 -0.49
O -4.601 3.313 1.237 -0.03
C -5.114 4.556 0.957 -0.21
C -6.621 4.911 1.560 -0.02
C -3.021 1.447 0.972 0.04
H -4.862 4.862 -0.030 0.08
H -4.169 5.281 1.427 0.16
H -7.018 5.827 1.046 0.08
H -6.561 4.967 2.620 0.04
H -7.282 4.026 1.333 0.08
H -2.639 1.305 2.071 0.08
H -2.033 1.016 0.464 0.11
H -3.876 0.962 0.822 0.02
O 0.857 -3.333 1.094 0.18
C 0.114 -4.195 1.085 -0.39
O 0.169 -5.526 0.377 -0.05
C 1.198 -5.466 -0.607 -0.22
C 1.122 -6.899 -1.244 -0.06
C -1.250 -4.174 1.911 0.06
H 2.158 -5.632 -0.138 0.12
H 1.198 -4.651 -1.205 0.07
H 1.613 -7.736 -0.760 0.07
H 1.681 -6.808 -2.125 0.04
H 0.196 -7.351 -1.672 0.09
H -1.275 -4.806 3.031 0.20
H -1.962 -4.346 1.322 -0.03
H -1.495 -3.093 2.076 0.02
O 2.338 0.652 -1.720 0.11
C 3.447 1.092 -1.742 -0.54
O 4.572 0.519 -1.221 -0.02
C 4.523 -0.816 -0.637 -0.21
C 5.823 -1.347 -0.073 -0.07
C 3.807 2.453 -2.244 0.02
H 3.966 -1.497 -1.428 0.16
H 3.873 -0.765 0.193 0.06
H 6.061 -1.011 1.010 0.09
H 6.716 -0.898 -0.661 0.11
H 5.999 -2.390 -0.019 0.05
H 2.792 2.924 -2.590 0.13
H 4.564 2.407 -3.076 0.11
H 4.085 3.214 -1.614 0.02
O -1.179 -1.317 1.321 -0.06
C -2.079 -1.598 2.168 -0.46
O -3.319 -1.980 1.722 -0.03
C -3.706 -2.127 0.383 -0.17
C -5.215 -2.679 0.329 -0.02
C -1.902 -1.445 3.626 0.02
H -3.084 -3.131 -0.013 0.18
H -3.658 -1.265 -0.227 0.09
H -5.473 -3.498 0.812 0.02
H -5.483 -2.908 -0.715 0.09
H -5.802 -1.873 0.650 0.06
H -2.283 -2.496 3.837 0.13
H -2.554 -0.746 4.186 0.12
H -0.890 -1.096 3.888 0.01
O 2.487 0.876 1.431 0.09
C 3.412 1.380 2.021 -0.40
O 3.695 2.660 2.225 0.02
C 3.160 3.609 1.382 -0.25
C 3.554 5.002 1.898 -0.10
C 4.285 0.320 2.932 0.09
H 2.021 3.652 1.466 0.12
H 3.552 3.587 0.245 0.15
H 2.862 5.303 2.706 0.06
H 3.338 5.775 1.088 0.09
H 4.699 5.302 2.155 0.13
H 4.368 -0.428 2.466 -0.06
H 4.213 0.176 3.938 0.06
H 5.101 0.928 3.102 0.07
C -0.736 4.926 2.075 -0.05
C -0.506 3.459 1.957 -0.33
O -0.261 2.923 0.762 -0.04
C -0.821 2.400 3.196 0.00
H -0.251 5.287 2.930 0.04
H -1.863 5.474 2.083 0.15
H -0.333 5.429 1.164 0.10
H -1.950 2.751 3.503 0.14
H -0.275 2.499 4.097 0.05
H -0.645 1.399 3.074 -0.01
C 0.553 -0.905 5.391 0.02
C 0.952 -1.314 4.029 -0.27
O 0.431 -0.740 2.938 -0.05
C 2.173 -2.294 3.938 0.06
H -0.484 -0.455 5.399 0.12
H 1.252 -0.404 5.580 -0.03
H 0.656 -1.810 6.143 0.17
H 3.000 -1.958 4.441 0.07
H 2.406 -2.219 2.904 0.08
H 2.006 -3.135 4.223 -0.01

***

75
Properties=species:S:1:pos:R:3:lowdin_charge:R:1 method="wB97M-V/def2-TZVPD" e_homo_ev="-3.06 / -3.77" s_squared=2.014 e_lumo_ev="2.00 / 1.99" charge=-1 fmax_ev_per_a=0.65 multiplicity=3 mol_weight_da=780.877
Ti 0.351 -0.597 -0.059 0.83
C 2.655 -2.391 -0.514 -0.11
N 2.645 -0.917 -0.429 -0.20
C 3.419 -0.407 0.719 -0.10
C 2.573 -0.104 1.935 -0.27
C 3.044 -0.288 3.217 -0.03
C 2.264 0.166 4.279 -0.07
C 1.056 0.781 4.001 -0.05
C 0.634 0.883 2.681 -0.10
N 1.367 0.421 1.661 0.03
C 3.001 -0.278 -1.708 -0.10
C 1.830 -0.225 -2.661 -0.26
C 1.908 -0.535 -4.004 -0.02
C 0.754 -0.427 -4.769 -0.05
C -0.425 0.004 -4.189 -0.03
C -0.421 0.299 -2.834 -0.10
N 0.684 0.173 -2.102 0.03
C 1.938 -2.979 0.671 -0.24
C 2.379 -4.113 1.333 -0.02
C 1.658 -4.597 2.413 -0.07
C 0.510 -3.913 2.804 -0.06
C 0.125 -2.789 2.107 -0.09
N 0.823 -2.326 1.054 0.01
H 2.134 -2.668 -1.438 0.11
H 3.681 -2.787 -0.540 0.13
H 4.232 -1.093 0.978 0.13
H 3.867 0.540 0.412 0.13
H 4.003 -0.763 3.373 0.11
H 2.600 0.037 5.300 0.10
H 0.418 1.167 4.783 0.10
H -0.326 1.303 2.412 0.10
H 3.271 0.755 -1.482 0.13
H 3.865 -0.765 -2.177 0.13
H 2.841 -0.878 -4.432 0.11
H 0.780 -0.697 -5.817 0.11
H -1.341 0.101 -4.753 0.11
H -1.301 0.650 -2.309 0.08
H 3.280 -4.604 0.989 0.11
H 1.979 -5.486 2.939 0.10
H -0.092 -4.246 3.638 0.10
H -0.769 -2.225 2.347 0.11
F 2.747 6.688 -0.710 0.08
C 1.645 5.945 -0.933 -0.16
C 1.596 4.619 -0.551 -0.16
F 2.671 4.063 0.046 0.08
C 0.459 3.866 -0.777 -0.25
F 0.534 2.591 -0.349 0.03
C -0.686 4.359 -1.412 -0.63
S -2.100 3.396 -1.734 0.50
C -0.589 5.711 -1.775 -0.26
F -1.616 6.323 -2.385 0.05
C 0.531 6.488 -1.547 -0.16
F 0.551 7.780 -1.923 0.09
C -4.907 -0.588 1.847 -0.07
C -4.126 0.594 1.260 -0.64
C -4.154 1.776 2.238 -0.06
C -4.767 1.026 -0.067 -0.06
C -2.733 0.193 1.002 -0.15
C -1.602 -0.153 0.708 -0.08
H -5.966 -0.327 1.939 0.08
H -4.529 -0.854 2.837 0.08
H -4.816 -1.463 1.202 0.08
H -5.184 2.093 2.424 0.08
H -3.600 2.617 1.820 0.08
H -3.700 1.497 3.192 0.07
H -5.795 1.357 0.113 0.08
H -4.784 0.192 -0.770 0.08
H -4.199 1.840 -0.520 0.03
Cl -2.844 -3.245 -3.282 0.57
C -1.680 -4.051 -2.195 -1.49
Cl -1.214 -5.607 -2.911 0.56
Cl -2.453 -4.355 -0.631 0.58
C -0.449 -3.078 -2.040 -0.81
O 0.558 -3.332 -2.696 -0.02
O -0.690 -2.140 -1.250 -0.15

***

50
Properties=species:S:1:pos:R:3:lowdin_charge:R:1 method="wB97M-V/def2-TZVPD" e_homo_ev=-7.84 e_lumo_ev=0.72 fmax_ev_per_a=3.34 smiles="Cc1[nH]nc2c1[C@@H](C1CCCCC1)C1=C(CC(C)(C)CC1=O)N2" multiplicity=1 mol_weight_da=313.445
O -0.423 2.146 -1.903 0.07
N 3.147 -1.590 1.271 0.10
C -0.435 1.989 -0.694 -0.39
C 2.096 -0.960 0.919 -0.32
C 2.788 -1.802 -0.994 -0.23
C 0.474 0.782 1.285 -0.16
C 1.811 -1.028 -0.460 -0.11
C 0.157 0.807 -0.090 -0.05
N 3.594 -2.159 0.094 0.03
N 1.295 -0.185 1.785 0.15
C 3.031 -2.309 -2.373 -0.02
C -0.570 4.398 2.312 -0.05
C 1.313 3.690 0.935 -0.05
C -0.990 3.097 0.147 -0.06
C 0.043 1.956 2.127 -0.08
C 0.566 -0.387 -0.979 -0.15
C -3.195 -2.753 -0.513 -0.21
C -2.809 -2.101 -1.852 -0.22
C -1.919 -3.282 0.137 -0.20
C -1.850 -0.930 -1.618 -0.16
C -0.855 -2.186 0.273 -0.17
C -0.519 -1.508 -1.043 -0.25
C -0.094 3.283 1.372 -0.55
H 4.345 -2.834 0.044 0.15
H 1.642 -0.136 2.742 0.16
H 4.068 -2.162 -2.638 0.07
H 2.871 -3.393 -2.420 0.08
H 2.395 -1.765 -3.114 0.10
H -0.487 5.382 1.848 0.08
H 0.022 4.442 3.232 0.08
H -1.641 4.246 2.592 0.10
H 1.240 4.666 0.422 0.10
H 2.023 3.840 1.780 0.10
H 1.833 2.959 0.299 0.09
H -2.010 2.852 0.448 0.13
H -1.060 4.018 -0.431 0.13
H 0.806 2.110 2.905 0.13
H -0.892 1.725 2.637 0.13
H 0.788 -0.046 -2.002 0.15
H -3.942 -3.541 -0.756 0.11
H -3.652 -1.947 0.096 0.12
H -2.369 -2.843 -2.545 0.12
H -3.687 -1.701 -2.377 0.11
H -1.500 -4.104 -0.492 0.12
H -2.128 -3.688 1.121 0.10
H -1.675 -0.382 -2.544 0.12
H -2.312 -0.250 -0.918 0.11
H -1.186 -1.466 1.018 0.12
H 0.009 -2.687 0.677 0.11
H -0.163 -2.262 -1.761 0.15

***

12
Properties=species:S:1:pos:R:3:lowdin_charge:R:1 method="wB97M-V/def2-TZVPD" e_homo_ev="-5.54 / -10.10" s_squared=2.035 e_lumo_ev="0.43 / -2.45" fmax_ev_per_a=7.95 multiplicity=3 mol_weight_da=90.082
C 1.897 -0.248 0.005 0.02
C -2.123 0.389 -0.017 -0.04
N 0.505 0.330 -0.066 -0.28
N -0.345 -0.571 -0.003 -0.18
O 0.342 1.548 0.038 0.11
O -0.131 -1.775 -0.019 0.07
H 2.060 -0.999 -0.637 0.01
H 2.113 -0.729 1.075 0.15
H 2.694 0.557 -0.302 0.13
H -1.869 1.254 -0.654 0.00
H -2.314 0.705 0.957 -0.03
H -2.829 -0.461 -0.378 0.04